Entry 1:
{
  "formula": "C3H7CrO2",
  "method": "wB97M-V/def2-TZVPD",
  "species": ["Cr", "O", "O", "C", "C", "C", "H", "H", "H", "H", "H", "H", "H"],
  "coordinates": [[2.29269, -0.40117, -2.27372], [-1.35864, -0.08668, 0.69147], [1.96759, -0.43923, -0.51799], [0.92865, -0.62155, 0.36512], [-2.70446, -0.17984, 0.30198], [-0.44588, -0.54048, -0.27983], [-2.98171, -1.22823, 0.09716], [-0.69513, 0.03876, -1.19032], [-2.89310, 0.40384, -0.61573], [1.02464, 0.09233, 1.20867], [-3.31160, 0.24395, 1.11005], [0.99983, -1.60976, 0.86505], [-0.68027, -1.54574, -0.67976]],
  "forces_ev_per_angstrom": [[-0.11, 0.02, 0.66], [0.76, -0.41, 0.29], [0.90, 0.12, -1.17], [-0.89, -0.07, 1.01], [-0.48, -0.08, -0.35], [-1.59, -0.38, -0.24], [-0.04, 0.29, 0.20], [1.31, 0.69, -0.02], [0.07, -0.07, 0.17], [-0.04, 0.02, -0.58], [0.18, -0.26, -0.22], [0.21, 0.33, -0.34], [-0.26, -0.20, 0.60]],
  "mulliken_spin": [4.221, 0.000, -0.159, 0.010, -0.001, 0.023, 0.000, -0.019, 0.000, -0.039, 0.000, -0.031, -0.005],
  "total_charge": 1,
  "spin_multiplicity": 5,
  "orbital_gap_ev": [6.18, 6.76]
}

***

Entry 2:
{
  "formula": "C3H7F",
  "method": "wB97M-V/def2-TZVPD",
  "species": ["F", "C", "C", "C", "H", "H", "H", "H", "H", "H", "H"],
  "coordinates": [[2.06696, 0.54260, 0.38047], [1.98165, -0.69879, -0.01649], [-0.87183, -0.54501, 0.01069], [-1.07587, 0.92174, -0.12773], [-1.20827, -1.22455, -0.69681], [-1.92780, 1.30693, 0.70556], [1.49829, -0.82006, -0.94866], [-0.58844, -0.99166, 0.87256], [-1.46979, 1.30036, -1.11390], [-0.06769, 1.47203, 0.08544], [1.66279, -1.26358, 0.84887]],
  "forces_ev_per_angstrom": [[0.53, 2.14, 0.09], [0.12, -1.24, 1.14], [-1.34, 2.33, -1.67], [-0.65, 1.78, 1.64], [-0.63, -0.94, -1.50], [2.34, -0.80, -1.97], [-0.17, -0.20, -0.94], [1.00, -0.83, 2.74], [0.50, -0.76, 0.93], [-1.98, -0.67, -0.18], [0.28, -0.82, -0.28]],
  "mulliken_spin": [0.073, 0.891, 0.862, -0.032, 0.036, 0.083, 0.010, 0.012, 0.000, 0.041, 0.024],
  "spin_multiplicity": 3,
  "orbital_gap_ev": [8.75, 11.82]
}

***

These records have energy above the lowest of the compared OMol25 structures with the same formula, charge and spin values of 26.3 12.7 kcal per mole, in the order they appear.
These records have strongest force on any atom values of 1.7 3.2 eV Å⁻¹, in the order they appear.